C30H86N4O18 | wB97M-V/def2-TZVPD

```
138
Properties=species:S:1:pos:R:3:lowdin_charge:R:1
H 7.3581 -0.6362 4.5439 0.07
H 3.7620 -0.3046 5.0937 0.06
O -3.3719 -7.2188 -2.0772 -0.07
H 3.4628 3.5374 5.9268 0.11
C 2.3959 3.7313 6.0371 -0.19
H -1.0128 -1.8060 6.1159 0.13
H 3.2626 -3.5601 0.6163 0.08
O 2.2368 0.0909 -0.2530 -0.07
O 1.8791 -4.5655 2.6501 -0.07
C -4.7720 5.6689 -5.6645 -0.19
H 3.7132 -5.5480 2.8128 0.12
H 0.7864 3.3541 7.5185 0.12
C 2.9351 -3.2763 -5.3922 -0.11
O 6.8864 2.2576 -1.5302 -0.06
O 0.8552 5.7782 0.5938 -0.08
C 0.9824 0.4803 -0.7706 -0.25
C 7.4341 1.6852 -2.6836 -0.25
C -1.1224 -6.4695 -2.9115 -0.25
H 0.9326 1.5681 -0.8191 0.11
N 0.9297 0.5981 -6.3606 0.03
O 2.0874 -2.1089 -5.3843 -0.22
N -2.5147 4.7149 -5.2242 0.04
O 5.3288 0.8402 -3.7273 -0.07
H 3.2326 4.8247 -1.3584 0.07
H 5.4852 -2.1499 3.8912 0.13
C -1.4307 -1.5280 8.2021 -0.23
O -8.0970 -0.8228 1.2552 -0.19
H 3.7350 -6.3502 0.4868 0.12
H -6.3332 -1.0273 0.1989 0.09
H -11.3008 0.9435 2.2962 0.07
H 3.7954 7.3219 -0.2123 0.11
H -1.0731 0.4144 6.2569 0.09
H -1.3528 0.1540 -7.5566 0.07
H 1.7148 7.6068 1.0024 0.10
H -10.7612 0.5598 -1.2612 0.06
H -1.2068 -1.5904 -7.7828 0.07
C 5.3836 -1.5277 4.7804 -0.38
H -0.1255 0.2204 1.0090 0.12
H 0.7000 -2.8481 -6.7648 0.11
C -10.9078 -0.0184 1.9671 -0.06
C 6.9429 -3.4796 7.6745 -0.08
H 2.9217 2.2250 8.5573 0.08
C 2.7507 -5.6146 2.3057 -0.24
H 2.4158 -4.1903 -5.6803 0.08
H -8.6376 -0.3016 -0.6377 0.12
H -3.7056 2.4706 -4.6316 0.08
H -0.6455 -5.4900 -2.9456 0.11
H 6.2025 -4.2669 7.8162 0.08
H 1.9336 -1.8442 -7.4810 0.12
H -0.3669 -0.8925 -5.5598 0.13
O 3.0403 5.7619 -1.4372 -0.09
C -4.3932 3.3141 -4.6914 -0.08
H 3.9669 -0.7486 3.6245 0.06
H 2.1985 4.7928 5.8879 0.11
H 0.2121 1.2408 -6.0573 0.06
H -2.5999 -5.3587 -2.0082 0.11
H 3.6000 5.7739 0.6327 0.11
H 2.8938 0.3026 -0.9202 0.08
O 6.7696 -2.8437 6.3677 -0.19
C 5.4885 -2.2404 6.2287 -0.19
H -1.5673 -6.5732 -3.9011 0.11
N 3.9713 -1.1348 4.5578 0.01
H -4.5609 3.7461 -3.7048 0.08
H -0.5926 -8.3243 -3.2964 0.08
H 2.1907 -6.4982 2.6120 0.12
H -0.1284 -0.4376 -8.5922 0.08
C 1.7064 6.8657 0.2033 -0.24
C -2.2351 -6.3709 -1.8337 -0.23
H 5.2520 -1.5616 7.0481 0.11
C 6.3176 -0.3138 4.5826 -0.07
C 3.1437 -5.4971 0.8197 -0.25
C -6.9754 -1.5872 0.8788 -0.12
H -2.7118 -1.9411 6.6508 0.12
H -4.5073 5.4039 -8.4813 0.08
H 3.7563 -3.0597 -6.0756 0.08
H 2.2508 -5.4365 0.1976 0.11
C -0.6423 -0.6663 -7.6586 -0.09
H 6.1533 0.4408 5.3518 0.07
H -5.3568 2.9146 -5.0075 0.08
H -2.5767 5.1227 -4.3022 0.06
H 6.7356 -2.7169 8.4252 0.08
O 1.6248 3.0192 4.9849 -0.09
H -11.7363 -0.7090 1.8101 0.07
H -4.7261 7.1106 -8.6650 0.09
H -10.2476 -0.3897 2.7510 0.07
H -3.8609 -7.2639 -1.2523 0.08
C -10.1462 0.3601 0.6527 -0.41
H 3.3177 -3.5820 -4.4184 0.08
H 1.5845 0.7028 -5.5988 0.05
H 0.2924 -1.9345 0.5809 0.08
H 1.1861 7.3623 -0.6157 0.11
C 1.2901 -1.9453 -6.6070 -0.16
H 8.4539 1.3773 -2.4524 0.11
H 0.1157 5.8951 -0.0071 0.07
H 7.4597 2.4030 -3.5035 0.11
C -3.8972 4.4003 -5.6043 -0.46
H -7.1455 -2.6236 0.5875 0.09
H -1.7439 -6.4379 -0.8630 0.12
H 1.3176 3.6109 4.2942 0.07
H -1.6725 -0.6671 8.8253 0.13
C 6.5848 0.4581 -3.1615 -0.22
H -5.9436 6.1650 -7.8326 0.08
O -0.3099 -7.6136 -2.7162 -0.06
H 0.5750 -1.0826 8.2761 0.07
C 1.8697 3.4408 7.4338 -0.24
O -0.0286 -1.8062 8.4596 -0.08
H 7.9498 -3.8507 7.8653 0.08
H -3.7885 3.9510 -6.5914 0.13
H -1.1566 0.1833 -0.3999 0.12
O -1.8770 -0.0884 6.4068 -0.06
H 4.7717 0.0771 -3.8974 0.07
H 6.1220 0.1182 3.6012 0.07
C 3.1731 6.4314 -0.1246 -0.17
H -11.6935 -0.3678 -0.3906 0.06
O 2.2887 2.1418 7.8404 -0.08
C -9.0835 -0.7132 0.2678 -0.22
H -9.6847 1.3399 0.7761 0.13
C -0.1933 -0.1500 -0.0139 -0.23
C -1.7705 -1.4099 6.7920 -0.29
O -4.3079 6.5240 -6.6979 -0.19
H 0.9579 0.0657 -1.7783 0.11
H 2.3804 -3.8072 2.9589 0.08
H 4.6030 -2.8620 6.3614 0.11
C -4.8685 6.2909 -7.9608 -0.12
H -9.5283 -1.6988 0.1304 0.13
H 6.3985 -0.1924 -2.3070 0.11
H -2.2334 5.4928 -5.8037 0.06
H 7.5367 2.8866 -1.2092 0.08
H 7.1449 -0.1278 -3.8904 0.11
H -1.9491 -2.4172 8.5606 0.12
O 3.8557 -4.3141 0.5808 -0.07
H -6.3043 -1.6713 1.7336 0.08
H -4.5977 6.1766 -4.7159 0.13
H 2.1421 4.1591 8.2071 0.12
H -5.8262 5.4182 -5.7824 0.12
N -11.1965 0.5106 -0.3511 0.02
O -0.2462 -1.5747 -0.1276 -0.06
C 0.2621 -0.7512 -6.4387 -0.39
```

Calculated values
SMILES	COC[C@H](C)N.COC[C@H](C)N.COC[C@H](C)N.COC[C@H](C)N.OCCO.OCCO.OCCO.OCCO.OCCO.OCCO.OCCO
strongest force on any atom	3.04	eV Å⁻¹
energy above the lowest of the compared OMol25 structures with the same formula, charge and spin	132.0	kcal per mole
highest occupied orbital energy	-9.3	eV
LUMO level	0.0078	hartree

C30H86N4O18 | wB97M-V/def2-TZVPD

```
138
Properties=species:S:1:pos:R:3:lowdin_charge:R:1
H 14.2132 12.8277 20.7084 0.13
O 11.9626 17.1757 13.7388 -0.09
H 14.8343 15.8684 15.3233 0.03
C 12.3076 9.9874 18.7871 -0.27
C 12.1618 18.3172 12.9050 -0.23
O 10.1549 9.3760 19.6071 -0.05
O 10.6975 13.7740 17.6262 -0.06
C 12.4870 12.4274 12.6819 -0.11
H 12.8589 19.0198 13.3738 0.12
C 13.4479 14.8143 20.5033 -0.21
C 13.9679 19.2662 18.2005 -0.22
H 9.1230 6.8383 14.4671 0.10
O 13.8490 15.5062 10.7446 -0.18
N 10.9140 11.1874 15.7006 0.07
H 17.4142 15.2205 12.9500 0.13
C 17.6713 14.8903 18.3592 -0.23
H 10.6275 11.1156 18.5706 0.11
H 10.3534 8.7338 15.3184 0.12
H 11.1440 11.8153 14.9052 0.07
H 13.2711 20.0660 18.5157 0.12
H 7.4134 7.0057 14.1648 0.09
H 14.2969 12.4707 18.5034 0.09
H 12.6452 14.2258 14.9937 0.08
O 15.7960 16.4924 18.6324 -0.09
H 10.4286 13.8877 15.6873 0.10
H 8.5693 7.8170 13.1507 0.07
C 8.0509 16.2086 13.8105 -0.42
H 16.8427 15.5762 20.1537 0.12
H 13.1315 14.6665 21.5105 0.11
N 15.7334 13.4199 9.6669 0.05
H 17.7779 12.8205 12.7371 0.08
H 11.8689 17.4903 14.6355 0.04
O 16.9271 13.2452 12.7920 -0.08
H 12.9020 10.8420 18.5432 0.08
O 13.4434 15.1839 16.6440 -0.09
O 10.2086 19.1454 13.8278 -0.05
H 12.6378 12.7732 19.9349 0.12
C 17.0380 16.0099 19.1602 -0.20
H 8.1877 15.3015 15.8099 0.13
H 15.7321 15.0873 7.3126 0.09
H 11.9568 11.5253 12.3215 0.10
H 10.8233 15.4037 16.4509 0.11
H 13.8766 14.9104 8.7549 0.12
H 8.5059 12.5690 15.5859 0.05
H 14.9431 19.7389 18.2211 0.11
H 9.3574 10.3195 16.6950 0.14
H 18.6039 14.7268 18.8853 0.12
H 11.9992 14.6827 10.0490 0.11
H 13.7973 14.7308 17.4208 0.05
H 9.0908 15.0133 12.4177 0.07
H 7.2685 16.8579 15.6153 0.12
H 11.0769 19.8520 12.1039 0.13
O 8.2672 8.6845 14.9648 -0.16
H 13.7584 9.2538 15.4419 0.08
H 14.3855 15.3132 20.4715 0.10
C 13.5747 18.6474 16.8143 -0.23
H 13.1088 12.8344 11.8817 0.08
H 14.4326 18.1384 16.3514 0.10
N 9.1861 15.3929 13.3486 0.06
C 17.0468 14.4355 13.5954 -0.20
H 7.5006 11.1673 15.3143 0.08
H 10.0467 15.9553 13.3644 0.05
O 13.8148 18.4073 19.3210 -0.10
H 15.0935 15.0277 13.1823 0.12
H 15.0171 11.8857 15.5204 0.13
O 13.2347 12.2140 13.8455 -0.23
H 8.6181 11.6946 14.0752 0.09
H 16.0581 9.1637 14.4742 0.07
O 14.2816 13.4016 18.7854 -0.08
C 8.4981 11.5810 15.1597 -0.05
H 12.7314 16.5582 19.7529 0.08
H 8.0929 18.3352 16.9077 0.09
H 12.6471 16.9439 16.9230 0.05
O 15.7030 15.7922 14.9657 -0.06
C 8.3475 7.5734 14.1705 -0.17
H 17.2623 15.3927 16.4617 0.05
H 16.5040 15.4187 10.1974 0.12
H 10.7131 8.6364 19.9370 0.10
C 12.4298 15.6460 10.5105 -0.11
C 15.6710 14.7319 14.0391 -0.23
H 11.0509 11.8367 16.4890 0.05
H 12.6056 17.9104 11.9917 0.10
H 16.8052 16.2830 8.0102 0.08
H 16.9077 10.6986 14.2467 0.05
H 9.8494 18.3379 14.2478 0.06
C 14.4519 15.5010 9.4624 -0.24
H 8.0014 17.2093 13.4064 0.13
H 12.0486 9.4749 17.8685 0.11
C 9.0754 17.8500 16.8663 -0.03
C 8.1452 16.2869 15.3226 -0.22
H 13.6332 8.6416 19.1452 0.09
H 14.9995 11.5759 12.9671 0.10
H 17.7007 16.8781 19.3232 0.13
H 13.5035 19.5067 16.1032 0.13
H 17.2883 14.5733 7.8854 0.06
H 14.4701 16.5233 9.0743 0.13
N 14.0376 10.1310 15.8993 0.03
C 11.1015 14.3557 16.4038 -0.23
O 18.0210 15.2974 17.0507 -0.06
H 12.1269 16.4413 9.8407 0.08
C 14.2335 11.2006 13.6308 -0.18
O 12.4667 15.6167 19.8395 -0.06
H 9.7875 9.4317 13.7605 0.14
C 16.2582 10.1348 14.8970 -0.04
H 16.7637 9.9797 15.8421 0.07
C 14.8975 10.9189 14.9791 -0.40
H 15.8072 16.7728 17.7174 0.08
H 9.8343 18.6243 16.9282 0.07
H 15.1092 13.2870 10.4683 0.04
H 13.8184 10.2283 13.3200 0.14
H 13.1466 10.6270 16.0611 0.02
H 11.7571 13.2181 12.8643 0.08
C 6.7596 15.4665 13.3862 -0.06
H 11.1830 11.0478 20.2683 0.12
H 9.2619 17.1970 17.7481 0.10
H 10.2318 18.2474 11.9679 0.12
C 9.5389 9.3273 14.8839 -0.20
H 12.8896 13.1777 16.4012 0.11
H 14.5270 17.7373 19.2307 0.05
H 6.7440 14.4918 13.9322 0.08
C 16.4826 15.2359 8.1293 -0.08
C 13.5728 13.4000 20.0021 -0.22
C 11.0344 10.4545 19.3551 -0.27
H 16.5452 12.8315 9.8566 0.07
C 9.5684 10.6577 15.6782 -0.42
H 6.6477 15.2715 12.3154 0.08
O 9.2985 17.0580 15.6072 -0.24
O 12.9292 9.0356 19.6679 -0.05
C 10.8164 18.9075 12.6339 -0.30
H 11.9085 15.7359 11.4540 0.06
H 5.9055 16.0120 13.7856 0.07
H 11.1183 14.2305 18.3560 0.06
O 12.4096 17.8761 16.8186 -0.06
H 15.2161 13.8165 14.4964 0.12
C 15.8745 14.9158 9.4971 -0.39
C 12.5520 14.1650 16.0320 -0.14
H 17.6518 14.2150 14.4109 0.10
H 17.1093 13.9729 18.3259 0.11
```

Calculated values
SMILES	COC[C@H](C)N.COC[C@H](C)N.COC[C@H](C)N.COC[C@H](C)N.OCCO.OCCO.OCCO.OCCO.OCCO.OCCO.OCCO
strongest force on any atom	2.72	eV Å⁻¹
energy above the lowest of the compared OMol25 structures with the same formula, charge and spin	29.3	kcal per mole
highest occupied orbital energy	-9.2	eV
LUMO level	0.0162	hartree

C30H86O18 | wB97M-V/def2-TZVPD

```
134
Properties=species:S:1:pos:R:3:lowdin_charge:R:1
H 3.6889 -5.2778 24.7785 0.05
H -1.4248 -8.5813 21.8662 0.13
H 7.2677 -6.9277 21.6436 0.11
C 3.7919 -12.1479 23.0328 -0.03
H 9.4093 -8.2446 17.5581 0.10
O 1.0169 -8.9223 24.1360 -0.10
H 5.1759 -2.7721 25.1865 0.13
H 6.3729 -1.0113 23.9499 0.13
H 4.7949 -2.8215 21.3200 0.05
H 3.3497 -5.9818 27.0912 0.15
H -0.2470 -5.5768 22.8394 0.05
O 5.1360 -5.4872 21.4486 -0.07
C 0.2410 -3.7208 22.6476 -0.48
H 7.0314 -3.6428 20.6657 0.07
O 6.7664 -4.0717 24.9456 -0.09
O 1.8592 -5.6283 15.9116 -0.06
O 6.5513 -9.4466 21.3251 -0.08
H 3.2180 -6.9894 22.2418 0.12
O 2.5646 -7.8104 20.4806 -0.09
H -0.1588 -2.8422 23.1276 0.13
C 5.9077 -2.3066 19.6318 -0.29
H 7.2746 -10.5865 24.5130 0.09
O 2.2267 -11.4456 24.7706 -0.10
H 8.3044 -10.1332 23.1752 0.05
H 7.1821 -11.4158 22.9623 0.07
C 8.5500 -8.6450 18.1949 -0.08
H 4.4795 -8.0148 27.9305 0.10
H 2.3207 -3.1078 22.4850 0.07
H 6.4344 -1.5213 20.1976 0.12
H 3.8159 -3.0343 19.8979 0.08
H 7.3757 -1.9272 26.3469 0.08
H 1.9480 -12.2977 25.2275 0.13
H -0.2336 -10.2502 23.1370 0.13
O 4.3607 -8.6913 18.4048 -0.11
O -1.3203 -9.9496 16.6595 -0.07
H 2.8196 -6.8389 24.7737 0.10
C 1.7624 -3.9771 22.8282 -0.03
C -0.4407 -9.4378 17.6440 -0.50
H 2.2561 -5.4860 17.9377 0.13
O 6.8914 -7.5513 16.8671 -0.09
H 5.6043 -4.7332 20.9720 0.07
C -1.2478 -9.0953 18.8338 -0.06
H 6.1761 -6.9405 16.8992 0.01
C 3.9923 -10.8306 17.2619 -0.06
H 2.1226 -4.8747 22.3044 0.07
O 0.1551 -7.1997 21.7531 -0.08
H 2.3558 -3.8973 17.1480 0.13
H 3.2966 -11.1121 18.0566 0.07
H 1.4715 -9.7392 24.4722 0.05
H 3.6079 -6.9116 16.0599 0.11
H 1.0140 -9.5543 22.1127 0.12
H 0.1481 -10.2992 17.8950 0.12
H -0.9605 -7.7934 23.3824 0.11
C 4.0233 -5.1577 16.7349 -0.19
H -1.2216 -3.2549 21.2309 0.06
H 5.8813 -2.1483 18.5411 0.12
H 4.0589 -11.7688 26.5649 0.11
H 7.4691 -9.2423 21.1352 0.04
C 3.8103 -6.3309 24.9901 -0.04
H 3.0657 -8.2657 19.7767 0.06
H 4.8675 -12.1349 22.8154 0.07
C 4.2309 -6.0713 20.6055 -0.30
H 7.7929 -6.5777 18.4592 0.11
H 3.3436 -8.5243 26.5990 0.08
H 3.4012 -10.2321 16.5793 0.06
C 0.2954 -9.3010 22.9304 -0.24
H 5.3543 -12.3979 25.3449 0.09
H -2.0770 -8.4460 18.4493 0.10
C 3.6116 -11.5396 24.4365 -0.49
H 8.2161 -9.5964 17.8100 0.06
C 8.8292 -5.3682 21.6344 -0.22
H 0.3690 -2.8372 20.7117 0.09
H 7.9624 -1.9191 24.1040 0.12
H 4.5394 -11.6831 16.8459 0.08
O 5.4074 -5.8412 26.7764 -0.07
C 8.3527 -6.7989 21.8990 -0.26
H 3.9084 -10.4955 24.4839 0.12
C 4.1372 -6.4915 26.5127 -0.44
H -0.2146 -4.6061 20.7823 0.07
H 5.4532 -5.4100 27.6205 0.09
H -1.6975 -9.9511 19.3197 0.08
H 4.5715 -6.7983 24.3751 0.07
H -0.6937 -8.4932 19.6153 0.08
H 3.1812 -11.6485 22.2802 0.08
H 4.6465 -4.7864 17.5931 0.13
H 5.2266 -10.4466 18.9340 0.11
C 0.4701 -8.3662 16.8950 -0.03
C 2.5425 -4.9721 16.9696 -0.24
C 4.5711 -2.3536 20.3619 -0.09
C 4.9830 -9.9088 18.0157 -0.28
H 5.1518 -8.4126 26.3686 0.08
H 6.1372 -4.7599 25.2581 0.06
C 7.4441 -7.5948 18.2360 -0.27
O 6.5684 -3.5503 19.7808 -0.13
H 1.2827 -6.2559 16.3799 0.04
H 6.5063 -8.4879 23.2089 0.09
H 3.3952 -5.3798 20.4207 0.11
H 4.0581 -1.4186 20.5703 0.08
O 7.0475 -1.2127 25.7925 -0.06
H 9.8760 -5.3000 21.9380 0.12
H 4.6219 -6.2885 19.6120 0.11
H -1.9118 -9.1998 16.4409 0.10
C 4.2602 -7.9576 26.8169 -0.07
O 9.1450 -7.6810 21.1706 -0.08
C 6.3694 -9.4721 22.7726 -0.30
H -0.2068 -7.6115 16.4694 0.08
H 8.9626 -8.8949 19.2149 0.06
C 3.6579 -7.2692 21.2434 -0.21
H 1.9141 -4.1237 23.8992 0.07
H 8.8443 -5.2665 20.5588 0.11
H 3.4741 -13.1645 22.9184 0.07
C 4.2648 -12.2772 25.5733 -0.06
H 4.5399 -7.9986 17.7868 0.02
O 4.3269 -6.5598 16.6290 -0.11
C -0.5569 -8.1930 22.4833 -0.24
H 8.3173 -7.0918 22.9613 0.13
C 7.3282 -10.4366 23.4146 -0.08
H 4.3532 -8.0507 21.4821 0.10
H 6.6894 -7.8426 18.9754 0.08
H 5.5730 -3.1081 23.4966 0.10
H 5.3148 -9.7336 23.0191 0.09
C 6.0057 -2.9611 24.5056 -0.24
H 1.0261 -8.8947 16.1029 0.09
H 1.1549 -7.9186 17.6419 0.07
H 9.7791 -8.2024 21.6958 0.12
H 5.8707 -9.6268 17.4024 0.11
H 4.2463 -4.6640 15.8296 0.11
H 3.8977 -13.3041 25.6888 0.08
C -0.2288 -3.6182 21.2242 -0.06
H 7.6057 -4.5518 22.9759 0.09
O 8.0711 -4.2985 22.1386 -0.08
H 0.9677 -7.5596 21.4048 0.03
O -0.4746 -4.7601 23.3369 -0.07
C 6.9577 -1.7719 24.5065 -0.25
```

Calculated values
strongest force on any atom	2.99	eV Å⁻¹
highest occupied orbital energy	-9.5	eV
LUMO level	0.0111	hartree